{
  "formula": "C2H5N3S2",
  "method": "ωB97M-V/def2-TZVPD",
  "elements": ["H", "N", "C", "N", "S", "C", "N", "S", "H", "H", "H", "H"],
  "xyz": [[0.867237, 0.906250, 2.519293], [1.409062, 0.288467, 1.909652], [0.643800, -0.223475, 1.070633], [1.126354, -1.056059, 0.045560], [-1.133041, -0.028072, 1.009023], [-1.546391, 0.582369, -0.561677], [-0.548040, 0.597810, -1.530055], [-3.118334, 0.975487, -0.884876], [0.625543, -1.938041, -0.041713], [2.108921, -1.263948, 0.211329], [-0.824202, 0.917203, -2.444720], [0.389092, 0.242007, -1.302447]],
  "forces_ev_per_a": [[0.4, 0.0, -0.1], [0.0, 0.6, 1.0], [-0.3, -1.0, -1.4], [0.6, -0.4, 0.4], [-0.5, 0.1, 1.1], [1.2, -0.2, -2.6], [-1.0, 0.1, 1.8], [0.5, 0.0, 0.3], [-0.2, 0.4, -0.1], [-0.1, 0.2, -0.1], [0.1, 0.0, 0.1], [-0.7, 0.2, -0.4]],
  "mulliken_charge": [0.2932, -0.6452, 0.5295, -0.5943, -0.1658, 0.3252, -0.3690, -0.3235, 0.2337, 0.2416, 0.1956, 0.2791],
  "smiles": "[H]/N=C(/N)SC(N)=S",
  "e_tot_ha": -1039.85561,
  "relative_energy_ev": 0.755,
  "homo_lumo_gap_ev": 9.1
}

=====

{
  "formula": "C2H5N3Si",
  "method": "ωB97M-V/def2-TZVPD",
  "elements": ["C", "C", "N", "N", "N", "Si", "H", "H", "H", "H", "H"],
  "xyz": [[-2.057765, -0.052622, -0.017431], [-0.227074, 1.392697, 0.028729], [-1.386087, 1.095709, -0.004265], [-1.267631, -1.135332, 0.106801], [-0.060375, -1.158747, 0.228834], [1.531521, -0.532655, -0.071830], [-3.093564, -0.153397, -0.087077], [0.572423, 2.146498, 0.182652], [2.033429, -1.813215, -0.337076], [2.043122, 0.108037, 1.290531], [1.911997, 0.103024, -1.319872]],
  "forces_ev_per_a": [[1.1, -1.3, 0.2], [1.0, -0.8, 0.6], [0.3, 1.5, -0.4], [-0.7, 0.3, 0.0], [-0.9, 1.0, 0.0], [-0.1, 0.9, 1.7], [-1.1, 0.0, -0.1], [-1.1, -0.6, -0.3], [1.4, -1.4, 0.0], [-0.1, -0.6, -1.5], [0.1, 0.9, -0.3]],
  "mulliken_charge": [-0.1421, 0.0092, -0.3187, -0.1126, -0.1644, 0.3036, 0.4228, 0.3772, -0.2064, -0.0694, -0.0992],
  "e_tot_ha": -532.78740,
  "relative_energy_ev": 4.586,
  "homo_lumo_gap_ev": [7.8, 7.8]
}

=====

{
  "formula": "C2H5N4",
  "method": "ωB97M-V/def2-TZVPD",
  "elements": ["H", "N", "C", "N", "N", "C", "N", "H", "H", "H", "H"],
  "xyz": [[-1.384383, -2.132842, 0.075822], [-1.840846, -1.278578, -0.125517], [-1.311543, -0.164848, -0.023859], [-1.906218, 0.973153, 0.208368], [0.286092, 0.179506, -0.037265], [1.423502, -0.006811, -0.091483], [2.666371, -0.101559, 0.044994], [-1.361374, 1.688112, -0.051276], [-2.850032, 1.116519, 0.187729], [3.109574, 0.657258, -0.493803], [3.168855, -0.929911, 0.306286]],
  "forces_ev_per_a": [[0.6, -0.9, -0.2], [0.8, 1.2, 0.2], [-0.8, -2.3, 0.1], [1.3, -0.9, 0.6], [-1.0, -0.9, -0.2], [-3.2, -0.3, 1.0], [2.5, 1.5, -1.2], [1.9, 3.8, -0.8], [-2.9, -0.2, 0.0], [0.7, -0.8, 0.5], [0.1, -0.3, 0.0]],
  "mulliken_charge": [0.2610, -0.4553, 0.4649, -0.2851, -0.0234, 0.3548, -0.3437, 0.1986, 0.2429, 0.2977, 0.2875],
  "smiles": "[H]/N=C(/N)N=C=[NH2+]",
  "e_tot_ha": -297.91128,
  "relative_energy_ev": 1.148,
  "homo_lumo_gap_ev": 10.3,
  "charge": 1
}

=====

{
  "formula": "C2H5N4P",
  "method": "ωB97M-V/def2-TZVPD",
  "elements": ["C", "C", "N", "N", "N", "N", "P", "H", "H", "H", "H", "H"],
  "xyz": [[1.368634, -0.150082, 0.068223], [2.697160, 0.196025, -0.365978], [-3.099856, -2.345282, 1.100684], [0.357862, -0.414011, 0.468748], [-2.656824, -1.468615, 0.607879], [-2.205806, -0.660480, -0.159370], [-1.862644, 0.955964, 0.502832], [3.296720, -0.601733, -0.799544], [2.811670, 0.922295, -1.226374], [3.322780, 0.774810, 0.392714], [-2.998816, 1.386067, -0.022552], [-1.030880, 1.405045, -0.567260]],
  "forces_ev_per_a": [[3.7, 1.0, -1.3], [2.5, 2.3, -1.0], [-1.4, -2.7, 2.3], [-2.6, -1.1, 1.5], [0.7, 1.0, -1.4], [0.7, 2.0, -0.8], [1.5, -1.2, 0.5], [-0.2, -0.6, 0.7], [-1.2, -0.5, 0.7], [-1.0, -1.3, -0.4], [-2.0, 1.4, -1.0], [-0.4, -0.1, 0.2]],
  "mulliken_charge": [0.3577, -0.9403, -0.4745, -0.1957, 0.6690, -0.3477, 0.0674, 0.2790, 0.2682, 0.2542, 0.0438, 0.0187],
  "e_tot_ha": -639.46697,
  "relative_energy_ev": 0.934,
  "homo_lumo_gap_ev": 9.4
}

=====

{
  "formula": "C2H5N5O",
  "method": "ωB97M-V/def2-TZVPD",
  "elements": ["H", "N", "C", "N", "N", "N", "C", "N", "O", "H", "H", "H", "H"],
  "xyz": [[-1.053305, 2.897726, -0.639115], [-0.680842, 2.265779, -1.388057], [-0.269428, 1.160285, -1.037049], [0.365899, 0.230028, -1.904068], [0.465955, -0.912717, -1.341197], [0.220170, -0.693887, 0.050492], [1.087488, -1.387997, 0.941990], [-0.215113, 0.507629, 0.253339], [-1.439101, 0.576982, 1.031666], [1.888315, -0.741441, 1.334649], [1.417880, -2.377066, 0.293199], [0.567549, -1.837607, 1.865796], [-2.355466, 0.312288, 0.538356]],
  "forces_ev_per_a": [[0.4, -1.2, -0.7], [-1.0, 2.2, 0.3], [1.4, -1.5, 1.3], [-1.1, -2.4, -0.8], [0.9, 3.5, 1.3], [-0.4, -3.8, -2.1], [0.3, -3.6, 0.5], [-2.0, 3.2, 0.9], [-1.9, -0.3, -1.1], [0.1, -0.4, -0.6], [-0.3, 2.8, 1.8], [0.4, 0.9, -1.5], [3.4, 0.6, 0.7]],
  "mulliken_charge": [0.2858, -0.5388, 0.4426, -0.2960, -0.2688, 0.4538, -0.6601, -0.0965, -0.4648, 0.2996, 0.2788, 0.2150, 0.3496],
  "smiles": "[H]/N=c1/nnn(C)n1O",
  "e_tot_ha": -428.03926,
  "relative_energy_ev": 5.003,
  "homo_lumo_gap_ev": 8.7
}

=====

{
  "formula": "C2H5N5O",
  "method": "ωB97M-V/def2-TZVPD",
  "elements": ["H", "N", "C", "N", "C", "N", "O", "N", "N", "H", "H", "H", "H"],
  "xyz": [[2.773803, 0.722355, 0.605768], [2.331052, -0.257069, 0.395012], [1.073975, -0.419229, -0.027215], [0.489745, -1.661242, -0.182532], [-0.787233, -1.352180, -0.189225], [-1.070657, 0.015649, -0.423451], [-2.154040, 0.330423, 0.573364], [0.079534, 0.612509, 0.135968], [0.349891, 1.873743, -0.413002], [-1.629537, -2.096642, -0.171743], [-2.728406, 0.833205, -0.001854], [1.348503, 2.051262, -0.829233], [0.490552, 2.389765, 0.524833]],
  "forces_ev_per_a": [[-2.1, -2.1, -0.6], [-1.6, 0.5, -1.9], [4.9, 2.5, 3.8], [-2.9, 0.4, 0.4], [1.1, -1.7, -1.5], [-1.5, -0.2, 2.7], [0.9, -0.4, -1.4], [1.1, -1.5, -2.2], [2.2, 2.8, 2.4], [1.0, 1.0, 0.0], [-0.5, 0.4, -0.1], [-2.2, -1.6, 0.5], [-0.6, -0.2, -2.2]],
  "mulliken_charge": [0.2266, -0.6328, 0.4031, -0.4493, 0.0720, -0.0925, -0.4484, 0.3944, -0.7774, 0.3475, 0.3759, 0.2738, 0.3071],
  "smiles": "[H]/N=c1/ncn(O)n1N",
  "e_tot_ha": -428.05877,
  "relative_energy_ev": 4.472,
  "homo_lumo_gap_ev": 9.1
}

=====

{
  "formula": "C2H5N5O",
  "method": "ωB97M-V/def2-TZVPD",
  "elements": ["H", "N", "C", "N", "N", "C", "O", "N", "N", "H", "H", "H", "H"],
  "xyz": [[0.118669, -1.069445, -2.278802], [-0.305125, -0.167400, -2.050938], [-0.079468, 0.441497, -0.977380], [-1.151476, 1.487688, -0.548890], [-1.376078, 1.237933, 0.842823], [-0.394305, 0.554725, 1.148577], [-0.076288, 0.189795, 2.417946], [0.580332, 0.236947, 0.138743], [1.190069, -1.023044, 0.199513], [-2.089066, 1.374003, -0.947734], [0.707292, -0.324648, 2.148994], [0.641813, -1.764350, -0.028388], [2.233630, -1.173701, -0.064464]],
  "forces_ev_per_a": [[0.6, 0.8, 0.3], [0.2, -0.4, -0.6], [-6.2, 2.2, -2.8], [0.8, -0.8, -0.4], [-0.2, 0.9, -1.5], [1.6, -0.6, 3.3], [0.6, -0.3, -1.8], [1.6, -1.5, 1.6], [4.6, 1.7, 1.8], [1.0, -0.2, -0.7], [0.3, -0.6, 1.4], [-2.1, -2.3, -1.0], [-2.8, 1.2, 0.5]],
  "mulliken_charge": [0.2337, -0.6700, 0.5657, -0.2652, -0.4621, 0.3129, -0.4726, 0.2118, -0.6185, 0.3044, 0.4375, 0.1953, 0.2270],
  "smiles": "[H]/N=c1/[nH]nc(O)n1N",
  "e_tot_ha": -428.12299,
  "relative_energy_ev": 2.725,
  "homo_lumo_gap_ev": 9.1
}

=====

{
  "formula": "C2H5N5O",
  "method": "ωB97M-V/def2-TZVPD",
  "elements": ["C", "C", "H", "H", "H", "H", "H", "N", "N", "N", "N", "N", "O"],
  "xyz": [[-1.073512, -0.389449, 1.102676], [1.032906, -0.157471, 0.486844], [1.324371, -0.447791, -2.472335], [1.164545, 1.141221, -1.604843], [-1.856819, -0.260208, -1.208385], [-2.880380, 0.252558, 1.240592], [2.402687, 0.637997, 1.506163], [0.634067, 0.294857, -1.936628], [0.259747, -0.260700, -0.674220], [-1.106906, -0.078910, -0.187086], [0.139049, -0.463399, 1.543687], [2.156830, 0.342727, 0.486170], [-2.196585, -0.611432, 1.717364]],
  "forces_ev_per_a": [[2.3, -0.6, -1.0], [-4.1, -0.2, 0.1], [-2.2, 2.6, 2.2], [0.0, -0.9, -1.2], [2.7, 0.3, 4.9], [2.8, -4.1, 2.4], [-0.2, -1.2, -2.3], [1.6, -1.0, 0.8], [-0.5, -1.2, -0.8], [-1.3, 0.4, -8.0], [0.2, 0.0, 1.3], [3.2, 1.9, 2.5], [-4.4, 4.1, -0.8]],
  "mulliken_charge": [0.5258, 0.5711, 0.3025, 0.2882, 0.3650, 0.4311, 0.2731, -0.6483, 0.2065, -0.4365, -0.6390, -0.7227, -0.5168],
  "e_tot_ha": -428.06871,
  "relative_energy_ev": 4.202,
  "homo_lumo_gap_ev": 8.2
}

=====

{
  "formula": "C2H5N5O",
  "method": "ωB97M-V/def2-TZVPD",
  "elements": ["H", "N", "C", "N", "C", "O", "N", "N", "N", "H", "H", "H", "H"],
  "xyz": [[3.316722, -0.636190, 0.167432], [2.769103, 0.315582, 0.035458], [1.497332, 0.244752, -0.077485], [0.797615, 1.493103, -0.042810], [-0.388023, 1.128613, -0.035011], [-1.538858, 1.774364, -0.018776], [-0.643799, -0.340109, -0.290246], [-1.759543, -0.976591, 0.131686], [0.539693, -0.878628, 0.108122], [-1.509329, 2.771465, 0.484487], [-2.231178, -1.496826, -0.737672], [-1.564305, -1.918394, 0.839139], [0.714568, -1.481135, -0.564321]],
  "forces_ev_per_a": [[-1.9, 2.2, -0.5], [0.5, -3.0, -0.2], [1.6, 0.6, 2.2], [1.1, -0.9, -0.1], [-4.0, -2.7, -0.7], [-0.2, 4.5, 2.3], [-0.2, 4.2, -0.4], [-2.9, -5.2, 0.5], [2.5, 3.3, 2.7], [0.4, -4.2, -2.3], [1.4, 1.6, 2.3], [-0.1, 3.8, -2.2], [1.9, -4.3, -3.7]],
  "mulliken_charge": [0.2441, -0.5908, 0.3754, -0.5115, 0.4602, -0.5228, 0.4683, -0.7565, -0.4023, 0.4205, 0.2683, 0.3081, 0.2389],
  "smiles": "[H]/N=c1/nc(O)n(N)[nH]1",
  "e_tot_ha": -428.08706,
  "relative_energy_ev": 3.703,
  "homo_lumo_gap_ev": 8.8
}

=====

{
  "formula": "C2H5N5O3",
  "method": "ωB97M-V/def2-TZVPD",
  "elements": ["C", "N", "N", "O", "C", "N", "N", "N", "O", "O", "H", "H", "H", "H", "H"],
  "xyz": [[-0.854512, 0.789836, 1.031294], [-0.415550, 0.681542, -0.246320], [-0.726183, 1.577194, -1.118852], [-0.215339, 1.652502, -2.217540], [0.189204, -0.646229, -0.622209], [0.004384, -1.080361, -1.923330], [0.861165, -1.255883, 0.295469], [1.208029, -0.708773, 1.470825], [1.527627, 0.517104, 1.484942], [1.240001, -1.540757, 2.455839], [-0.329553, 1.473650, 1.641321], [-2.072235, 1.007013, 0.988044], [-0.861748, -0.253011, 1.538078], [-0.096597, -0.340055, -2.570076], [0.541306, -1.873770, -2.207486]],
  "forces_ev_per_a": [[-6.6, -1.5, 3.5], [2.7, -4.3, -4.4], [-1.3, 3.3, -0.1], [0.2, -1.5, 0.2], [0.8, 2.3, 0.3], [0.1, 0.0, 3.0], [-0.4, -1.7, -2.1], [1.2, 0.3, 2.8], [0.2, -3.4, 0.7], [0.0, 3.3, -3.1], [0.2, 0.8, 0.5], [3.1, -0.1, 0.3], [-0.1, 2.0, -0.8], [-0.2, 0.8, -0.8], [0.3, -0.3, 0.0]],
  "mulliken_charge": [-0.9394, 0.8069, -0.4487, -0.5078, 0.5014, -0.3728, -0.4873, 0.9205, -0.5042, -0.5435, 0.3746, 0.2947, 0.3822, 0.2475, 0.2758],
  "smiles": "CN(N=O)/C(N)=N\\[N+](=O)[O-]",
  "e_tot_ha": -578.45604,
  "relative_energy_ev": 3.931,
  "homo_lumo_gap_ev": 8.8
}